Below is an isolated molecule of C4H8N2, with properties calculated with ωB97M-V with the def2-TZVPD basis set.

Geometry as XYZ:
```
14
C4H8N2 ωB97M-V with the def2-TZVPD basis set
C 1.892 0.582 0.795
C 0.529 0.131 0.153
C -1.430 -0.738 -0.698
C -0.575 -0.711 0.667
H 1.811 1.402 1.682
H 2.572 1.081 0.033
H 2.400 -0.215 1.300
H -1.490 1.046 -2.156
H -2.570 -0.862 -0.653
H -1.005 -1.443 -1.404
H -0.248 -1.693 1.017
H -1.075 0.110 1.395
N 0.249 0.707 -0.995
N -1.059 0.602 -1.133
```

The HOMO-LUMO gap comes out at 8.98 eV. The SMILES is CC1=NNCC1.

These are the natural (NBO) partial charges, in e, on atoms 1 to 5: atom 1 (C): -0.64, atom 2 (C): 0.19, atom 3 (C): -0.23, atom 4 (C): -0.48, atom 5 (H): 0.21

***

Below is a structure of composition C19H24CrN6OS2, with properties calculated with ωB97M-V with the def2-TZVPD basis set.

Geometry as XYZ:
```
53
C19H24CrN6OS2 ωB97M-V with the def2-TZVPD basis set
Cr 7.797 -13.926 -6.287
C 5.525 -12.106 -3.026
C 6.378 -12.378 -4.201
N 6.200 -13.329 -5.046
N 5.079 -14.125 -5.012
C 5.072 -15.223 -5.884
N 4.042 -16.029 -5.783
S 6.300 -15.571 -7.041
C 7.538 -11.561 -4.535
C 7.740 -10.366 -3.929
C 8.782 -9.480 -4.322
C 9.581 -9.914 -5.326
C 9.378 -11.198 -5.874
N 8.431 -12.040 -5.466
H 6.064 -11.681 -2.244
H 5.053 -12.981 -2.630
H 4.661 -11.443 -3.214
H 4.303 -13.941 -4.409
H 3.444 -16.212 -4.993
H 4.059 -16.854 -6.380
H 7.016 -10.003 -3.180
H 8.898 -8.490 -3.895
H 10.303 -9.275 -5.857
H 10.007 -11.536 -6.647
C 11.113 -19.595 -11.141
C 11.341 -18.273 -10.504
C 10.158 -17.845 -9.596
N 10.377 -16.594 -8.879
C 9.582 -15.575 -8.679
S 9.868 -14.661 -7.253
N 8.555 -15.236 -9.464
C 8.138 -15.768 -10.749
O 6.957 -15.972 -10.808
C 9.075 -15.805 -11.826
C 8.723 -16.590 -12.929
C 9.501 -16.623 -14.071
C 10.727 -15.939 -14.083
C 11.103 -15.175 -12.996
C 10.306 -15.121 -11.887
H 11.940 -19.959 -11.801
H 10.275 -19.599 -11.858
H 10.896 -20.406 -10.509
H 11.538 -17.528 -11.209
H 12.242 -18.248 -9.829
H 9.880 -18.612 -8.874
H 9.188 -17.713 -10.134
H 11.151 -16.612 -8.228
H 7.972 -14.463 -9.055
H 7.794 -17.159 -12.915
H 9.219 -17.230 -14.948
H 11.406 -15.956 -14.947
H 12.135 -14.737 -12.903
H 10.673 -14.611 -10.952
```

As for the expectation value of S²: 6.02. The HOMO-LUMO gap (spin up / spin down) comes out at 7.40 / 7.31 eV. Its total charge is +2. As for the spin multiplicity: 5.

These are the natural (NBO) partial charges, in e, on atoms 1 to 5: atom 1 (Cr): 1.04, atom 2 (C): -0.71, atom 3 (C): 0.33, atom 4 (N): -0.32, atom 5 (N): -0.42

***

Below is a cluster of 2 separate species, C4H13NO in total, with properties calculated with ωB97M-V with the def2-TZVPD basis set.

Geometry as XYZ:
```
19
C4H13NO ωB97M-V with the def2-TZVPD basis set
N -1.364 0.393 0.202
C -0.250 1.012 0.958
C -1.962 1.330 -0.655
C -0.157 -1.859 0.249
C -0.860 -0.779 -0.548
H -0.491 1.937 1.508
H 0.534 1.239 0.216
H 0.146 0.271 1.673
H -1.279 1.795 -1.385
H -2.413 2.125 -0.038
H -2.766 0.812 -1.205
H 0.024 -2.703 -0.436
H -0.828 -2.198 1.056
H 0.805 -1.555 0.696
H -0.282 -0.260 -1.337
H -1.797 -1.150 -1.006
O 4.138 -0.406 -0.222
H 3.800 -0.050 0.630
H 5.001 0.046 -0.356
```

The HOMO-LUMO gap comes out at 9.11 eV. The SMILES is CCN(C)C.O.

These are the natural (NBO) partial charges, in e, on atoms 1 to 5: atom 1 (N): -0.43, atom 2 (C): -0.43, atom 3 (C): -0.41, atom 4 (C): -0.63, atom 5 (C): -0.22

***

Table of energy above the lowest of the compared OMol25 structures with the same formula, charge and spin (kcal/mol), in record order: 66.3, 6.0, 24.0
Table of M (g mol⁻¹), in record order: 84.1, 468.6, 91.2